No. 1
Formula: C6H28F2N6O7PS2Ti
Source: OMol25
Level of theory: the ωB97M-V functional and the def2-TZVPD basis

XYZ file:
```
53
C6H28F2N6O7PS2Ti (the ωB97M-V functional and the def2-TZVPD basis)
Ti 5.2255 1.5258 -1.7974
N 1.8457 0.6383 -1.1878
H 1.0742 0.9512 -0.5874
H 1.6242 -0.2152 -1.6907
H 2.6981 0.4388 -0.6336
H 2.0947 1.4477 -1.7718
N 4.2715 -1.9450 -2.0013
H 3.3088 -2.0260 -2.4427
H 4.3299 -1.4404 -1.0769
H 4.7465 -1.3125 -2.6576
H 4.6787 -2.8703 -2.1118
N 1.6951 -2.0671 -2.9856
S 0.6678 -3.3257 -2.4650
O 1.3080 -4.6048 -2.3127
O -0.6831 -3.2688 -2.9188
F 0.6834 -2.8262 -0.9252
S 1.6115 -2.3938 -4.5072
O 0.9562 -1.3884 -5.3095
O 1.5415 -3.7464 -4.9744
F 3.1554 -2.0861 -4.8358
O 4.3027 0.0793 -0.1818
H 5.0362 -0.0964 0.4132
O 3.4368 2.2068 -2.8920
H 2.5933 1.9880 -3.2799
O -0.3325 0.9788 0.6095
P -1.4693 0.9130 1.5710
N -2.8372 0.4748 0.6745
C -2.7832 0.3167 -0.7734
C -4.1504 0.2687 1.2415
N -1.8353 2.3802 2.2775
C -2.7029 3.3098 1.5783
C -0.8610 2.9541 3.2060
N -1.2557 -0.1460 2.8873
C -2.2941 -0.1459 3.9331
C -0.4700 -1.3626 2.6100
H -2.6155 -0.7361 -1.0260
H -2.0927 1.0015 -1.2577
H -3.7290 0.4353 -1.3147
H -4.9153 0.5678 0.5140
H -4.3278 0.8336 2.1530
H -4.4261 -0.7928 1.3072
H -3.2474 3.9733 2.2584
H -2.0652 3.9956 1.0078
H -3.4569 2.8526 0.9461
H -1.2250 2.7790 4.2287
H 0.0752 2.4017 3.1699
H -0.8413 4.0411 3.1635
H -2.0494 -0.8163 4.7512
H -2.3061 0.8727 4.3296
H -3.2884 -0.2411 3.5063
H 0.3933 -1.1123 1.9905
H -1.0380 -2.0669 2.0006
H -0.0553 -1.5930 3.5898
```

- HOMO (alpha / beta) (eV) = -6.187 / -9.117
- energy above the lowest of the compared OMol25 structures with the same formula, charge and spin (eV) = 1.635
- orbital gap (alpha / beta) (eV) = 6.259 / 8.798
- spin multiplicity = 4

=====

No. 2
Formula: C12H19N2
Source: OMol25
Level of theory: the ωB97M-V functional and the def2-TZVPD basis

XYZ file:
```
33
C12H19N2 (the ωB97M-V functional and the def2-TZVPD basis)
C 0.5031 1.7614 0.7700
C 1.2552 0.8371 1.3575
C 0.1234 -0.9298 0.0800
C -0.2194 1.4000 -0.4478
C -0.5627 0.0083 -0.7098
C 0.9082 -0.5906 1.1303
C -0.5659 2.3843 -1.3153
C -1.4415 -0.4045 -1.7233
C -1.4197 -1.8164 -2.2883
C -2.6080 0.4780 -2.0940
C 1.9128 -1.1749 3.3540
C 1.7243 -2.8329 1.6068
N 1.5460 -1.5091 1.9977
N -0.1757 3.8715 -1.1963
H 0.4384 2.8702 1.0107
H 1.8639 0.9008 2.2044
H -0.1526 -2.0029 -0.0251
H -1.0498 2.1463 -2.1750
H -0.4864 -2.1834 -2.5503
H -2.1423 -1.9285 -3.0342
H -1.7569 -2.5128 -1.5936
H -2.6743 1.2314 -1.3783
H -3.4095 -0.2170 -2.0378
H -2.5688 0.8423 -3.1238
H 2.9152 -0.8319 3.5069
H 1.0599 -0.5387 3.6747
H 2.0204 -2.0579 3.8636
H 1.6705 -3.5271 2.4598
H 0.9812 -3.1137 0.8486
H 2.6868 -3.0730 1.1946
H -0.2434 4.3231 -2.1017
H 0.7121 3.9889 -0.7085
H -0.8445 4.2017 -0.5565
```

- SMILES = CC(C)=c1cc(N(C)C)cc/c1=C\[NH3+]
- HOMO (alpha / beta) (eV) = -9.886 / -9.851
- energy above the lowest of the compared OMol25 structures with the same formula, charge and spin (eV) = 4.943
- orbital gap (alpha / beta) (eV) = 6.092 / 6.103
- net charge = +1

=====

No. 3
Formula: C14H18CrFO18
Source: OMol25
Level of theory: the ωB97M-V functional and the def2-TZVPD basis

XYZ file:
```
52
C14H18CrFO18 (the ωB97M-V functional and the def2-TZVPD basis)
Cr -10.6089 20.3387 -14.7846
O -11.2287 24.4824 -15.7364
C -11.0118 23.2509 -16.2158
O -10.9969 22.3494 -15.3640
O -10.7726 23.0207 -17.4310
H -11.1990 24.0641 -14.8728
O -6.7983 19.8931 -16.6807
C -7.9888 20.4462 -16.7362
O -8.4111 20.9623 -17.7329
O -8.7323 20.3044 -15.7734
H -6.5679 20.2173 -17.5545
O -12.5949 18.3104 -18.0174
C -11.8918 19.2465 -17.4364
O -11.3197 20.1865 -18.0506
O -11.6429 19.2356 -16.2276
H -12.7951 17.7091 -17.2963
C -12.9479 22.2376 -9.4651
C -13.0614 20.8045 -10.0567
C -14.4562 20.4617 -10.6798
O -14.0102 19.9351 -11.9169
C -12.8225 20.3026 -12.2791
O -12.2627 20.0955 -13.3765
O -12.2818 20.8881 -11.1971
H -11.9488 22.6733 -9.4713
H -13.3217 22.3915 -8.4528
H -13.5126 22.9733 -10.0377
H -12.5365 20.0850 -9.4283
H -15.1697 21.2855 -10.7019
H -14.9578 19.6895 -10.0965
C -9.0821 13.9495 -13.9759
C -9.0012 15.1990 -13.1196
C -7.7595 16.0403 -13.3357
O -8.3130 17.3439 -13.2276
C -9.6078 17.3016 -13.3417
O -10.2128 18.3407 -13.5366
O -10.0711 16.0546 -13.3976
H -8.1508 13.3889 -14.0568
H -9.3718 14.2898 -14.9701
H -9.9905 13.4019 -13.7247
H -8.9519 14.8668 -12.0826
H -7.2092 15.8249 -14.2515
H -7.0242 15.8955 -12.5442
C -8.7345 21.4020 -9.5950
C -9.0916 19.9706 -9.8079
O -9.4252 19.8197 -11.1380
C -9.4428 20.9681 -11.7396
O -9.6511 21.2111 -12.9220
O -9.1130 21.9116 -10.8703
F -10.1473 19.7180 -9.0260
H -7.6525 21.5066 -9.5142
H -9.2751 21.8921 -8.7853
H -8.2330 19.3484 -9.5554
```

- HOMO (alpha / beta) (eV) = -3.149 / -3.240
- energy above the lowest of the compared OMol25 structures with the same formula, charge and spin (eV) = 3.851
- orbital gap (alpha / beta) (eV) = 4.710 / 4.799
- net charge = -1
- spin multiplicity = 5

=====

No. 4
Formula: C12H20O2
Source: OMol25
Level of theory: the ωB97M-V functional and the def2-TZVPD basis

XYZ file:
```
34
C12H20O2 (the ωB97M-V functional and the def2-TZVPD basis)
C 3.2739 -0.1920 0.0940
C 2.1145 0.3582 -0.0755
C 1.2178 2.4152 1.3066
C -1.4462 -2.4006 1.0565
C -1.9056 -0.2524 2.3464
C 0.4089 -1.2067 2.4359
C 0.4623 -0.6182 -2.2181
C 0.4354 2.0348 -2.1768
C -1.3589 0.7653 -1.1459
C 0.8702 0.7669 -0.1592
C -1.0337 -1.3674 1.8204
C 0.1103 0.6773 -1.4601
O 2.3427 2.5553 1.0349
O 0.3708 1.6326 0.6841
H 4.1208 0.1812 -0.4400
H 0.7536 2.9926 2.0733
H -0.8843 -3.3047 0.8354
H 3.4416 -0.9509 0.7710
H -2.4999 -2.7414 0.7873
H -2.9090 -0.1938 1.8240
H -1.9535 -0.1158 3.3717
H -1.3217 0.6328 1.9383
H 1.3034 -1.3850 1.9064
H 0.3994 -1.9479 3.2532
H 0.5124 -0.1744 2.6957
H -0.0049 -1.3783 -1.5970
H 0.1881 -0.5002 -3.2414
H 1.5941 -0.7943 -2.2616
H 0.2092 2.9390 -1.5328
H -0.2289 1.9280 -3.1473
H 1.4980 2.2289 -2.4536
H -1.9290 1.0376 -2.1381
H -1.7747 -0.2281 -0.6990
H -1.6062 1.4590 -0.4079
```

- HOMO (alpha / beta) (eV) = -4.907 / -9.277
- orbital gap (alpha / beta) (eV) = 5.688 / 7.413
- spin multiplicity = 3

=====

No. 5
Formula: C16H19N3O5PdS
Source: OMol25
Level of theory: the ωB97M-V functional and the def2-TZVPD basis

XYZ file:
```
45
C16H19N3O5PdS (the ωB97M-V functional and the def2-TZVPD basis)
Pd 0.2798 -0.6064 1.3723
N 2.5020 0.2681 0.7184
C 3.3555 -0.2430 -0.3235
C 3.7858 -1.6934 -0.0575
C 2.6132 -2.6865 -0.0466
N 2.0383 -2.7833 1.2831
H 1.8635 1.0036 0.4166
H 3.0089 0.5499 1.5484
H 4.2793 0.3653 -0.4532
H 2.8068 -0.2134 -1.2707
H 4.2903 -1.7502 0.9099
H 4.4970 -1.9855 -0.8386
H 3.0052 -3.6859 -0.3081
H 1.8870 -2.4041 -0.8319
H 1.3297 -3.5140 1.2834
H 1.4972 -1.8863 1.5187
O -0.5106 1.7994 0.5939
N -0.6857 1.8682 1.9857
C -0.5361 3.0732 2.5866
C -1.3744 3.5215 3.5494
C -2.6399 2.8694 3.7023
C -2.8805 1.7134 3.0724
C -1.8030 0.9746 2.3608
S -1.1549 -0.3346 3.4420
H 0.3438 3.6211 2.2670
H -1.1456 4.4168 4.1133
H -3.4184 3.3746 4.2627
H -3.8551 1.2478 3.0459
O -2.7121 2.4092 0.0265
C -1.9463 1.4216 0.1148
O -2.2351 0.4281 1.1370
C -1.6916 0.6089 -1.1745
C -2.4286 0.9671 -2.2903
C -2.3075 0.2916 -3.4995
C -1.4136 -0.7492 -3.5278
O -1.1003 -1.5937 -4.5963
C -0.1700 -2.5080 -4.0751
O 0.1416 -2.1983 -2.7500
C -0.6725 -1.1133 -2.4077
C -0.7824 -0.4512 -1.2083
H -3.1141 1.7940 -2.1722
H -2.8839 0.5576 -4.3736
H 0.7494 -2.4831 -4.6897
H -0.5916 -3.5321 -4.1378
H -0.2198 -0.7298 -0.2765
```

- HOMO (eV) = 0.289
- orbital gap (eV) = 4.353
- net charge = -2

=====

No. 6
Formula: C2H6N2O
Source: OMol25
Level of theory: the ωB97M-V functional and the def2-TZVPD basis

XYZ file:
```
11
C2H6N2O (the ωB97M-V functional and the def2-TZVPD basis)
C -0.4789 -0.1654 -0.3083
C 0.9168 0.6237 -0.1149
H -1.9446 -1.2967 0.3664
H -0.3414 -1.5789 1.2014
H -0.8474 1.0932 -1.8186
H 1.6365 1.0762 -0.9761
H 0.3319 1.6320 0.2479
H 2.1575 0.4653 1.4536
N -0.9819 -0.8341 0.6915
N -1.3388 0.3777 -1.2413
O 1.5780 -0.1183 0.7392
```

- SMILES = [H]/N=C(/N)CO
- HOMO (eV) = -8.605
- energy above the lowest of the compared OMol25 structures with the same formula, charge and spin (eV) = 3.551
- orbital gap (eV) = 9.040

=====

no.,strongest force on any atom (eV/Å)
1,6.99
2,2.94
3,8.87
4,6.38
5,1.45
6,9.20